Entry 1:
Molecular formula: C8H10CuFN
Method: DFT, ωB97M-V/def2-TZVPD

Structure (XYZ):
```
21
Properties=species:S:1:pos:R:3:forces:R:3
C 0.92104 -1.23681 -0.83485 -0.40 -1.14 -0.47
C -0.47513 -1.17813 -1.10645 0.20 -0.66 -0.02
C -1.15986 -1.84880 -0.04535 0.29 -0.57 -0.20
C -0.18004 -2.33934 0.87169 0.35 -0.67 -0.87
C 1.11366 -1.96707 0.36624 -0.68 -0.87 -0.25
Cu -0.07298 0.06688 0.94383 -0.47 1.35 -0.36
C -1.53941 1.59720 0.05539 -1.05 0.32 -0.23
C -0.36484 1.89485 -0.50635 0.77 1.81 -1.26
C 0.52459 2.55806 -1.28613 -1.33 -1.16 0.98
N 1.47627 1.04762 1.09805 2.92 1.85 0.06
H -2.23866 -2.04387 -0.00601 0.42 0.26 0.14
H -0.94073 -0.71879 -1.98391 0.17 -0.02 0.38
H -0.37696 -2.97111 1.75050 0.11 0.64 -0.37
H 2.07381 -2.24169 0.81093 -0.39 0.38 -0.05
H 1.69726 -0.85696 -1.49034 -0.08 0.21 0.29
H -2.26716 0.97494 -0.49139 0.55 0.15 0.43
H 2.33625 1.60121 1.35749 -0.96 -0.49 -0.10
H -1.90626 2.09123 0.97265 0.49 -0.37 -0.49
H 0.29761 3.36492 -2.00738 -0.42 -0.41 0.64
H 1.55165 2.26717 -1.23252 0.50 -0.28 0.03
F -0.47010 -0.06153 2.76392 -0.99 -0.32 1.70
```
Forces are in eV/Å.

## Properties
Energy ... -2105.62804 Ha
Kohn-Sham gap (alpha / beta) ... 4.95 / 4.36 eV
HOMO level (alpha / beta) ... 1.48 / 2.09 eV
Charge ... -2
Spin multiplicity ... 2
M ... 202.72 g/mol

=====

Entry 2:
Molecular formula: C6H15NO
Method: DFT, ωB97M-V/def2-TZVPD

Structure (XYZ):
```
23
Properties=species:S:1:pos:R:3:forces:R:3
C 0.43511 -1.88726 -1.02096 -0.22 2.05 -1.44
C 1.33097 -0.76042 -0.35168 1.78 -0.70 -2.04
C 1.29713 -0.94817 1.11684 -0.63 0.55 6.61
N 0.63567 -0.00540 2.01985 0.58 -0.33 -3.82
O 1.79240 -1.88630 1.80696 -0.78 1.55 -3.40
H -0.59294 -1.86016 -0.69681 -0.58 0.97 -0.04
H 0.56082 -2.92115 -0.85224 1.66 -1.05 0.60
H 0.48301 -1.73680 -2.12938 -0.26 -0.13 0.88
H 2.41187 -1.02536 -0.52425 -0.88 -0.10 -0.20
H 1.32825 0.29228 -0.92408 -0.91 -2.14 1.97
H 0.72082 -0.29989 2.98227 -0.19 0.52 -0.15
H 0.24890 0.88779 1.64866 0.46 -1.22 1.00
C -1.08199 2.78702 -0.72206 -1.28 3.76 1.73
C -1.48968 1.61602 -1.59609 1.05 0.45 2.83
C -2.32118 0.54828 -0.86636 0.57 0.10 0.83
H -0.15060 3.41730 -0.83752 -0.85 -0.87 -1.22
H -1.96623 3.60527 -0.63147 1.84 -1.73 -0.53
H -0.93522 2.62232 0.32948 -0.21 -1.10 0.78
H -1.86347 2.12958 -2.41609 -1.48 -0.02 -1.91
H -0.59435 1.16075 -1.89772 1.29 -0.86 -0.71
H -1.89369 0.20650 0.14230 -0.31 1.00 -1.26
H -3.35484 0.86381 -0.68874 0.13 -0.31 -0.20
H -2.21338 -0.34689 -1.45712 -0.78 -0.40 -0.34
```
Forces are in eV/Å.

## Properties
Energy ... -367.53976 Ha
Kohn-Sham gap ... 10.56 eV
HOMO level ... -9.73 eV
Spin multiplicity ... 1
M ... 117.19 g/mol

=====

Entry 3:
Molecular formula: C4H8O2
Method: DFT, ωB97M-V/def2-TZVPD

Structure (XYZ):
```
14
Properties=species:S:1:pos:R:3:forces:R:3
C 0.99643 0.86967 0.48685 -1.67 -0.74 1.54
C 0.86149 -0.51428 0.92285 -0.34 0.25 -1.92
O -0.03569 -1.33993 0.24345 1.28 0.84 1.12
C -1.19009 -0.61940 -0.09460 -1.10 -0.40 0.42
C -0.93236 0.73645 -0.69783 -1.03 0.54 -0.89
O -0.16821 1.56035 0.16285 2.27 -1.10 -0.90
H 1.59206 1.51631 1.12973 0.42 -0.16 -0.49
H 1.68990 -0.11596 -1.32457 0.19 -0.34 0.96
H 2.05466 -1.65334 -0.36179 -0.16 1.71 -0.07
H 0.89902 -0.60315 2.00341 0.63 -0.68 0.13
H -1.73690 -0.52515 0.85684 -0.41 0.24 -0.42
H -1.72519 -1.28016 -0.78189 -0.21 0.36 0.03
H -1.85211 1.30808 -0.86002 -0.12 -0.43 0.13
H -0.45303 0.66051 -1.68527 0.25 -0.09 0.36
```
Forces are in eV/Å.

## Properties
Energy ... -307.32514 Ha
Kohn-Sham gap (alpha / beta) ... 5.95 / 5.90 eV
HOMO level (alpha / beta) ... -7.50 / -7.46 eV
Spin multiplicity ... 1
M ... 88.11 g/mol

=====

Entry 4:
Molecular formula: C39H54N12O10S
Method: DFT, ωB97M-V/def2-TZVPD

Structure (XYZ):
```
116
Properties=species:S:1:pos:R:3:forces:R:3
S 0.05466 -0.07234 0.08234 -1.15 -2.92 0.17
O -0.35228 1.17392 -0.45379 -0.41 2.58 -0.36
O -1.16655 -0.85552 0.47978 2.34 1.92 -0.39
O 0.77206 -0.73989 -1.00521 -1.20 -1.28 0.60
O 0.96727 0.13737 1.18382 0.43 -0.49 0.98
N 2.77428 -0.26859 -2.28788 1.37 -1.64 -3.63
C 3.67698 0.64928 -2.02587 2.51 1.57 -0.41
C 4.66021 0.71561 -3.11841 -1.33 -1.46 0.67
C 4.25385 -0.38752 -4.09006 -3.90 2.03 6.35
C 2.99198 -0.93382 -3.46117 3.84 1.56 -2.25
H 1.99680 -0.49729 -1.74409 -1.05 0.15 1.09
H 3.50308 1.10835 -1.00488 0.94 0.07 -1.65
H 5.55332 1.43620 -3.12946 -1.60 -1.44 -0.11
H 4.74278 -0.75336 -4.91746 0.85 -0.49 -1.74
H 2.31122 -1.65009 -3.92142 0.11 0.26 0.53
N -2.39480 0.15748 2.64218 -1.79 1.15 2.26
C -1.60112 0.63037 3.68282 -1.40 1.30 -0.38
C -2.53027 1.57167 4.47657 1.37 -3.32 -3.82
C -3.81434 1.53352 3.85555 3.83 -4.39 -3.17
C -3.72892 0.56006 2.69478 -0.48 1.06 1.78
H -2.01137 -0.26331 1.82349 0.37 -0.68 -0.44
H -0.45963 0.28584 3.52486 -2.82 1.36 1.18
H -2.25753 2.18642 5.27879 0.48 0.59 0.93
H -4.59900 2.14078 4.07471 -2.23 1.28 0.72
H -4.58042 -0.01830 2.06246 2.37 1.86 1.45
N -2.32589 2.52251 -1.14162 -1.62 1.41 -0.53
C -3.67187 2.18423 -0.73404 -1.19 3.31 -2.89
C -4.60944 3.20453 -1.44459 11.02 -1.63 -0.60
C -3.69703 4.11722 -2.27023 2.43 -4.22 4.39
C -2.25318 3.68866 -1.94627 -4.62 -0.33 -0.09
H -1.42109 2.00004 -0.93877 -2.48 0.56 0.08
H -4.07809 1.32659 -0.06497 1.51 1.62 -1.29
H -5.52930 3.16927 -1.12782 -5.18 0.38 0.85
H -3.94972 5.04772 -2.68476 -0.32 0.86 -0.67
H -1.27681 4.20086 -2.20619 -1.50 -1.00 0.26
N 2.14689 2.02406 2.43807 1.70 2.91 4.04
C 2.80326 2.91285 1.72633 1.12 4.54 6.03
C 3.26635 3.99504 2.60889 -2.66 -5.58 1.74
C 2.92923 3.57912 4.02656 -1.70 -3.28 -3.35
C 2.16491 2.25758 3.78327 2.41 3.41 0.97
H 1.88829 1.25714 1.98274 -1.84 -3.88 -1.53
H 2.81203 2.78346 0.75256 0.33 -0.08 -4.67
H 3.71949 4.79281 2.18318 1.47 2.56 -0.59
H 3.16613 3.97176 5.05845 -0.36 -0.28 -1.72
H 1.85520 1.49844 4.50899 -0.07 0.51 -0.45
N 1.38424 -1.53653 3.26953 3.65 4.19 -0.94
C 0.56587 -2.44789 3.73105 0.83 -3.25 3.68
C 1.12728 -3.10939 4.91992 1.29 1.82 -1.20
C 2.49120 -2.44895 5.20521 -8.11 2.67 -8.32
C 2.50766 -1.38239 4.15537 -0.40 -2.69 2.01
H 1.34142 -0.87451 2.29023 -0.63 -2.13 3.05
H -0.37732 -2.68935 3.29916 -0.37 -0.08 -0.47
H 0.58390 -3.92279 5.46014 0.82 0.88 -0.54
H 3.19817 -2.49669 5.86739 3.54 -0.70 3.95
H 3.19568 -0.50264 4.23484 -0.77 -0.97 -0.95
N -2.25544 -3.05120 0.37584 -2.60 -2.28 -0.96
C -3.41727 -3.08115 1.10136 -0.31 -3.37 -0.29
C -4.15281 -4.45779 0.73955 6.56 4.19 -2.55
C -3.33987 -5.05053 -0.36535 1.40 2.58 1.03
C -2.15948 -4.05484 -0.57798 -2.41 -2.55 0.54
H -1.74635 -2.17545 0.53091 0.72 -0.72 -1.02
H -3.39001 -2.16805 1.81310 -1.19 -2.17 -0.81
H -4.99770 -4.85338 1.13185 -2.43 -0.81 1.21
H -3.53202 -6.11185 -0.92408 0.60 3.14 1.46
H -1.36480 -4.10774 -1.37341 -0.92 0.12 1.34
N 0.87350 3.22150 -1.64225 0.92 -2.17 -2.11
C 1.15004 4.42775 -1.24509 0.03 7.56 2.30
C 1.63405 5.40994 -2.30690 0.25 -4.23 -0.70
C 1.86238 4.39557 -3.44420 -0.86 -0.73 1.55
C 1.40006 3.11417 -2.94375 -1.09 -1.85 -1.52
H 0.32844 2.37781 -1.15567 2.02 2.22 -0.84
H 0.92601 4.80164 -0.15788 0.23 -0.93 -2.30
H 1.91873 6.56602 -2.40961 -0.79 -3.10 0.93
H 2.32210 4.54851 -4.49165 -0.96 -0.24 2.05
H 1.19419 1.94410 -3.35147 1.06 3.80 0.43
N -0.78092 -1.02000 -3.33827 0.37 1.01 -0.59
C -1.30065 -0.00915 -4.04217 -3.16 -2.24 -4.20
C -1.94184 -0.65012 -5.25272 4.15 -1.77 5.09
C -1.55228 -2.06455 -5.16607 0.86 -0.21 0.83
C -0.75263 -2.24435 -3.88616 -1.91 -0.39 -2.97
H -0.49521 -0.79038 -2.44258 1.30 -0.11 2.01
H -1.41375 1.02175 -3.73497 0.18 -0.26 0.42
H -2.61600 -0.13272 -5.82794 -1.15 0.79 -1.73
H -1.76134 -2.88866 -5.98424 0.47 1.85 2.07
H -0.19854 -3.08985 -3.34732 -1.20 1.33 -1.18
N 1.48248 -3.29328 -1.02491 -0.51 -1.68 -0.59
C 2.06270 -4.18233 -1.96489 0.13 -0.46 2.12
C 2.23958 -5.46113 -1.26064 -0.83 1.19 -0.60
C 1.60088 -5.29050 0.05473 -0.78 2.81 -1.99
C 1.03115 -3.87256 0.11339 3.76 -5.17 -1.76
H 1.23121 -2.30416 -1.02061 0.32 -0.05 -1.29
H 2.25759 -3.76985 -2.98205 0.22 -0.76 1.17
H 2.71883 -6.49050 -1.69876 -1.38 3.01 1.20
H 1.47688 -6.15608 0.68043 -0.22 0.34 0.55
H 0.44052 -3.25677 0.72807 -0.42 0.05 1.22
C -0.80715 3.32383 1.87581 -1.98 10.82 -6.05
N -1.01998 4.79419 2.28314 -2.00 0.03 -0.59
O -1.79178 4.96447 3.23146 1.54 0.05 -0.67
O -0.75104 5.68406 1.45130 0.26 -1.73 1.77
H -1.68873 3.01202 1.57803 -4.62 -1.27 -1.34
H -0.40737 2.69357 2.34012 5.72 -8.38 9.04
H -0.18028 3.35158 1.05333 0.98 0.62 -2.04
C 3.82774 -1.39437 0.92829 7.29 3.29 -3.72
N 5.02904 -1.47373 1.72971 2.83 0.27 -0.11
O 5.41090 -2.50734 2.22026 -0.87 -1.08 0.16
O 5.72915 -0.47365 1.78913 -0.55 0.68 -0.08
H 3.99155 -1.68701 -0.07675 0.72 -0.40 -0.96
H 3.59518 -0.42977 0.94355 -1.33 3.98 -0.03
H 3.21469 -1.93733 1.29404 -7.97 -6.89 4.70
C -3.70965 -1.24782 -1.99400 2.22 0.71 1.09
N -4.83073 -1.88341 -1.41279 -2.92 3.49 0.45
O -5.37445 -2.65606 -2.12360 -1.33 -3.00 -0.71
O -5.35817 -1.31889 -0.46288 -0.07 -0.73 0.99
H -4.06058 -1.02078 -3.02803 1.01 0.10 0.86
H -3.06303 -2.14902 -1.90058 0.91 1.27 -0.88
H -3.45743 -0.36395 -1.27027 0.00 -1.71 -1.97
```
Forces are in eV/Å.

## Properties
Energy ... -3325.27211 Ha
Kohn-Sham gap ... 7.61 eV
HOMO level ... -3.43 eV
Charge ... -2
Spin multiplicity ... 1
M ... 883.00 g/mol

=====

Entry 5:
Molecular formula: C5H9NO2S
Method: DFT, ωB97M-V/def2-TZVPD

Structure (XYZ):
```
18
Properties=species:S:1:pos:R:3:forces:R:3
C -0.54216 1.33885 -0.40308 -1.19 1.49 0.97
N -0.11436 -0.02438 -0.39196 -2.25 0.63 -2.97
S -0.64775 -0.92993 0.95873 -0.12 -1.31 0.96
C 0.96805 -0.52765 0.21990 3.11 0.52 2.08
C 1.81972 -1.58706 -0.47086 -0.61 -1.91 -1.10
C 1.84767 0.39668 1.10591 0.36 -3.37 -0.99
H -0.12071 1.96012 0.51528 -0.59 -0.78 -2.25
H -0.55677 1.75641 -1.45013 1.06 0.02 1.20
H -1.64032 1.28669 -0.23497 0.67 0.19 0.19
H 2.02966 -2.49821 0.13586 -0.15 0.95 0.33
H 2.87429 -1.23789 -0.78837 -2.01 -0.21 -0.04
H 1.12291 -2.08728 -1.25689 1.64 1.26 0.59
H 1.35141 0.91631 1.87310 -0.44 0.31 1.06
H 2.42555 1.03210 0.51043 0.69 1.31 -1.16
H 2.57192 -0.39558 1.38178 -0.15 0.94 1.15
O -4.77953 -0.88783 -0.63393 -0.47 -2.89 -0.59
C -4.42568 0.18868 -0.61157 -0.37 1.30 0.89
O -4.18393 1.29997 -0.45920 0.82 1.56 -0.30
```
Forces are in eV/Å.

## Properties
Energy ... -799.27926 Ha
Kohn-Sham gap ... 8.71 eV
HOMO level ... -8.15 eV
Spin multiplicity ... 1
M ... 147.20 g/mol

=====

Entry 6:
Molecular formula: C16H36N5O3
Method: DFT, ωB97M-V/def2-TZVPD

Structure (XYZ):
```
60
Properties=species:S:1:pos:R:3:forces:R:3
C 3.94851 2.48133 -0.76945 0.09 -0.10 0.21
C 4.47543 2.00817 -2.18926 0.39 2.46 -1.06
N 4.83624 2.96396 -3.02835 -1.04 -3.21 1.74
C 4.62377 0.49617 -2.68762 -0.55 0.73 -0.45
N 4.32357 -0.53715 -1.66136 -0.01 0.18 -0.23
C 3.07251 -0.73770 -1.24180 -6.12 -0.88 2.29
N 2.51697 -1.63622 -0.26059 -2.55 1.72 -1.26
C 1.09558 -1.39505 -0.19233 3.16 1.79 -2.36
N 0.73279 -0.33181 -1.11619 1.51 -4.26 4.14
C -0.62293 0.21582 -1.38777 -0.50 0.86 -1.22
C -0.68122 1.80626 -1.47656 -1.58 0.93 0.15
C -2.18886 2.35830 -1.70215 0.62 0.35 0.17
O 0.11198 2.36940 -2.55071 0.07 -1.47 0.36
N 1.91862 -0.02229 -1.67167 3.12 1.26 -2.19
H 3.20935 1.77806 -0.27033 1.02 0.67 -0.70
H 4.83875 2.58909 -0.06540 -1.11 -0.20 -0.91
H 3.43119 3.50601 -0.81801 0.98 -1.57 -0.34
H 5.13548 2.48269 -3.89503 0.10 0.57 0.19
H 5.66904 0.39056 -3.12789 -1.40 -0.21 0.92
H 3.89139 0.34882 -3.56590 1.08 0.20 1.22
H 5.07784 -1.11411 -1.27315 -0.72 0.35 -0.13
H 0.35052 -1.95556 0.46865 1.36 1.02 -1.15
H -0.95608 -0.21722 -2.39724 0.25 0.55 1.46
H -1.30982 -0.13484 -0.55503 1.03 0.29 -1.07
H -0.33255 2.28444 -0.50235 -0.06 -0.79 -1.34
H -2.87851 2.11996 -0.82976 0.73 0.04 -1.31
H -2.60982 2.03887 -2.71885 0.48 0.16 1.58
H -2.09890 3.50335 -1.74367 -0.03 -1.74 0.08
H -0.21948 2.00342 -3.39845 0.05 0.45 0.64
H 1.96752 0.71795 -2.38179 -0.45 -0.20 0.56
C 2.82522 -2.74049 6.19492 -0.13 -0.01 -0.06
C 3.97132 -3.11064 5.26824 -0.08 0.06 0.15
O 3.54705 -3.51701 3.97298 -0.02 -0.10 -0.21
C 2.81527 -2.56162 3.22166 0.07 -0.06 0.11
C 3.58395 -1.27873 2.95709 0.13 0.10 0.08
H 2.13293 -3.58083 6.30058 0.11 0.06 0.02
H 3.20678 -2.47242 7.18293 -0.01 -0.05 -0.08
H 2.25315 -1.89108 5.81768 0.05 0.06 0.06
H 4.51068 -3.95773 5.69727 -0.05 -0.04 -0.24
H 4.69398 -2.29241 5.19035 -0.03 0.07 0.02
H 1.85593 -2.35294 3.70853 0.00 0.12 0.06
H 2.57971 -3.03579 2.26502 0.13 -0.14 0.12
H 3.84197 -0.75764 3.88078 -0.09 0.02 -0.04
H 2.98791 -0.59863 2.34324 0.03 -0.04 0.03
H 4.51867 -1.49546 2.43224 -0.09 -0.01 0.00
C -8.19640 1.22100 -0.45311 0.05 -0.08 0.12
C -7.06404 1.58880 -1.39717 -0.22 0.00 0.05
O -5.78347 1.16929 -0.94023 0.34 0.08 0.04
C -5.60902 -0.22774 -0.74855 -0.18 0.04 -0.09
C -5.82094 -1.04500 -2.01133 -0.02 0.01 -0.10
H -8.02093 1.64815 0.53854 -0.04 0.01 -0.12
H -9.14761 1.59832 -0.83559 0.09 0.00 0.02
H -8.29191 0.14087 -0.33147 -0.07 0.01 -0.07
H -7.02019 2.67651 -1.48626 0.22 -0.09 0.04
H -7.25111 1.20409 -2.40435 -0.04 -0.07 0.01
H -6.25438 -0.58081 0.06223 -0.03 -0.05 -0.05
H -4.57930 -0.36644 -0.40633 -0.03 0.20 0.02
H -6.83767 -0.94852 -2.39540 0.02 -0.08 0.07
H -5.63584 -2.10375 -1.81406 -0.01 0.07 0.00
H -5.14055 -0.71200 -2.80044 -0.03 -0.03 0.06
```
Forces are in eV/Å.

## Properties
Energy ... -1130.35664 Ha
Kohn-Sham gap ... 8.26 eV
HOMO level ... -11.61 eV
Charge ... +1
Spin multiplicity ... 1
M ... 346.50 g/mol